Molecular formula: C5H8O2
Method: DFT, ωB97M-V with the def2-TZVPD basis set

Last column: natural (NBO) charge in e.
CARTESIAN COORDINATES (ANGSTROEM)
C 0.999 -1.385 1.955  -0.23
C 0.591 -0.929 0.900  -0.09
C -0.505 -1.197 -0.206  -0.50
C -0.958 -0.008 -0.961  0.40
O -1.947 0.678 -0.315  -0.69
O 0.266 1.172 -1.228  -0.61
C 1.017 1.516 -0.185  -0.20
H 1.451 -1.874 2.776  0.23
H -1.350 -1.638 0.324  0.26
H -0.057 -1.919 -0.886  0.24
H -1.103 -0.160 -2.031  0.18
H -2.145 1.481 -0.821  0.49
H 1.311 0.372 0.408  0.16
H 1.962 2.017 -0.431  0.19
H 0.468 1.875 0.699  0.15

Cartesian forces (eV/Å) of the 6 atoms listed first:
0.0 0.2 -1.1
-2.0 -2.1 0.4
2.0 0.6 1.1
1.9 3.1 -0.8
-0.1 -0.2 -0.1
-2.9 -1.9 -1.8

Computed properties:
* 2S+1: 1
* highest occupied orbital energy: -0.2897 Eh
* ΔE to the lowest compared entry with this formula, charge and spin: 519.70 kJ/mol
* total charge: 0


Molecular formula: C4H12N2O
Method: DFT, ωB97M-V with the def2-TZVPD basis set

Last column: natural (NBO) charge in e.
CARTESIAN COORDINATES (ANGSTROEM)
N -0.907 -1.003 2.326  -0.84
C -0.557 0.478 2.027  -0.24
C 0.530 0.433 1.016  -0.42
C -0.035 0.018 -0.346  -0.06
N -0.835 1.084 -0.902  -0.84
C 1.174 -0.240 -1.359  -0.07
O 0.602 -0.719 -2.598  -0.74
H -1.519 -0.929 3.041  0.34
H -1.450 -1.446 1.537  0.35
H -1.458 0.894 1.548  0.19
H -0.367 1.125 2.883  0.20
H 1.083 1.376 0.927  0.20
H 1.316 -0.375 1.290  0.22
H -0.600 -0.873 -0.289  0.19
H -0.404 1.915 -0.718  0.34
H -0.889 0.942 -1.948  0.37
H 1.754 0.575 -1.655  0.16
H 1.889 -0.936 -0.776  0.15
H 1.346 -1.216 -3.059  0.48

Cartesian forces (eV/Å) of the 6 atoms listed first:
2.0 1.0 -2.8
-1.7 -1.7 -0.9
1.8 -1.4 -0.5
3.0 1.8 -1.6
-2.2 -2.7 -2.1
-1.1 -2.6 2.0

Computed properties:
* 2S+1: 1
* highest occupied orbital energy: -0.3297 Eh
* ΔE to the lowest compared entry with this formula, charge and spin: 219.25 kJ/mol
* total charge: 0


Molecular formula: C11H14AsSTl
Method: DFT, ωB97M-V with the def2-TZVPD basis set

Last column: natural (NBO) charge in e.
CARTESIAN COORDINATES (ANGSTROEM)
Tl -0.311 1.487 1.690  0.69
C -1.087 -0.363 0.471  -0.58
C -2.004 -1.136 0.231  -0.16
C -3.038 -2.080 -0.087  -0.12
C -4.370 -1.819 0.242  -0.18
C -5.363 -2.734 -0.069  -0.21
C -5.045 -3.922 -0.712  -0.22
C -3.723 -4.191 -1.042  -0.21
C -2.727 -3.280 -0.733  -0.18
H -4.615 -0.892 0.743  0.22
H -6.391 -2.518 0.191  0.21
H -5.822 -4.636 -0.954  0.21
H -3.468 -5.116 -1.543  0.21
H -1.696 -3.486 -0.988  0.21
C 0.736 0.228 -2.527  -0.98
As 2.103 -0.032 -1.204  1.48
C 3.742 -0.159 -2.207  -0.97
C 1.844 -1.781 -0.451  -0.98
S 2.225 1.505 0.227  -0.71
H 0.787 -0.557 -3.282  0.24
H 0.890 1.205 -2.984  0.25
H -0.222 0.194 -2.016  0.28
H 3.664 -0.959 -2.943  0.23
H 4.557 -0.362 -1.516  0.25
H 3.918 0.793 -2.703  0.25
H 1.876 -2.538 -1.234  0.23
H 0.870 -1.784 0.032  0.29
H 2.632 -1.956 0.279  0.25

Cartesian forces (eV/Å) of the 6 atoms listed first:
0.0 0.1 0.1
-0.1 0.0 0.0
0.1 -0.1 -0.1
0.0 0.0 0.0
0.0 0.0 0.0
0.0 0.0 0.0

Computed properties:
* 2S+1: 1
* highest occupied orbital energy: -0.2940 Eh
* total charge: 0


Molecular formula: C6H12O
Method: DFT, ωB97M-V with the def2-TZVPD basis set

Last column: natural (NBO) charge in e.
CARTESIAN COORDINATES (ANGSTROEM)
C -0.231 2.587 0.945  -0.25
O 0.244 1.255 0.940  -0.51
C -0.565 0.317 0.389  0.13
C -0.521 -0.205 -1.590  -0.51
C -0.597 -1.548 -0.882  -0.43
C -0.056 -1.106 0.483  -0.27
C 1.475 -1.193 0.556  -0.61
H -1.271 2.639 1.286  0.18
H -0.156 3.012 -0.064  0.18
H 0.412 3.159 1.621  0.20
H -1.351 0.566 -0.322  0.25
H -1.299 -0.014 -2.360  0.20
H 0.451 0.113 -1.940  0.20
H -0.033 -2.364 -1.345  0.21
H -1.639 -1.877 -0.787  0.21
H -0.462 -1.665 1.338  0.20
H 1.780 -2.246 0.515  0.21
H 1.962 -0.666 -0.271  0.21
H 1.858 -0.766 1.488  0.22

Cartesian forces (eV/Å) of the 6 atoms listed first:
-0.1 0.2 -0.1
-0.2 -0.2 -0.2
0.8 -0.1 -1.3
0.6 -0.1 0.0
0.0 -0.2 0.0
-0.2 -0.1 0.0

Computed properties:
* 2S+1: 1
* highest occupied orbital energy: -0.2672 Eh
* ΔE to the lowest compared entry with this formula, charge and spin: 395.10 kJ/mol
* total charge: 0


Molecular formula: C8H5Cl2F4NS
Method: DFT, ωB97M-V with the def2-TZVPD basis set

Last column: natural (NBO) charge in e.
CARTESIAN COORDINATES (ANGSTROEM)
N -3.031 -0.863 -2.016  -0.81
C -1.870 -0.328 -1.469  0.19
C -2.027 0.615 -0.447  -0.27
C -0.894 1.203 0.110  -0.13
C 0.388 0.909 -0.353  -0.32
S 1.775 1.674 0.374  0.24
C 1.869 0.842 2.068  0.53
F 2.732 1.525 2.843  -0.32
F 0.643 0.900 2.743  -0.34
C 2.355 -0.629 2.013  0.51
F 3.539 -0.734 1.395  -0.31
F 1.433 -1.513 1.504  -0.33
C 0.527 -0.076 -1.337  0.01
Cl 2.112 -0.514 -1.885  0.05
C -0.619 -0.685 -1.937  -0.12
Cl -0.426 -1.952 -3.154  0.01
H -3.925 -0.725 -1.529  0.40
H -3.002 -1.606 -2.715  0.41
H -3.007 0.900 -0.117  0.22
H -1.033 1.987 0.865  0.24
H 2.459 -0.931 3.043  0.14

Cartesian forces (eV/Å) of the 6 atoms listed first:
-0.3 -0.2 0.0
-2.0 -0.6 -0.5
1.8 0.3 0.3
-1.1 0.5 -0.2
-0.3 -1.0 0.2
0.6 0.2 1.4

Computed properties:
* 2S+1: 1
* highest occupied orbital energy: -0.3155 Eh
* ΔE to the lowest compared entry with this formula, charge and spin: 0.00 kJ/mol
* total charge: 0


Molecular formula: C3H8S
Method: DFT, ωB97M-V with the def2-TZVPD basis set

Last column: natural (NBO) charge in e.
CARTESIAN COORDINATES (ANGSTROEM)
C -1.685 -0.565 0.102  -0.61
C -0.390 0.275 -0.392  -0.40
C 0.231 1.567 0.154  -0.66
H -1.608 -1.429 -0.403  0.22
H -1.774 -0.727 1.225  0.23
H -2.407 0.133 -0.432  0.22
H -0.119 0.666 -1.499  0.25
H 1.160 1.627 -0.694  0.26
H -0.819 2.183 0.253  0.20
H 0.420 1.732 1.380  0.22
H 0.711 -0.859 1.246  0.09
S 0.969 -0.687 -0.016  -0.01

Cartesian forces (eV/Å) of the 6 atoms listed first:
0.3 6.4 -0.2
1.4 0.3 -0.2
-3.1 2.7 2.2
0.0 -3.2 -1.6
0.1 0.7 -1.6
-0.5 -1.4 1.5

Computed properties:
* 2S+1: 1
* highest occupied orbital energy: -0.3007 Eh
* ΔE to the lowest compared entry with this formula, charge and spin: 399.15 kJ/mol
* total charge: 0


Among the records above, which one has the highest highest occupied orbital energy? C6H12O


What is the total charge in the third record? 0


Which of these has the lowest highest occupied orbital energy? C4H12N2O